Record 1
{"formula": "C45H42N8O15", "method": "the ωB97M-V functional and the def2-TZVPD basis", "relative_energy_ev": 24.014, "largest_force_ev_per_a": 12.88, "orbital_gap_ha": 0.2755, "energy_ha": -3305.0787, "smiles": "O=[N+]([O-])c1ccccc1.O=[N+]([O-])c1ccccc1.O=[N+]([O-])c1ccccc1.O=[N+]([O-])c1ccccc1.O=[N+]([O-])c1ccccc1.O=[N+]([O-])c1ccccc1.O=[N+]([O-])c1ccccc1.CN(C)C=O", "symbols": ["O", "O", "O", "O", "O", "O", "O", "O", "O", "O", "O", "O", "O", "O", "O", "N", "N", "N", "N", "N", "N", "N", "N", "C", "C", "C", "C", "C", "C", "C", "C", "C", "C", "C", "C", "C", "C", "C", "C", "C", "C", "C", "C", "C", "C", "C", "C", "C", "C", "C", "C", "C", "C", "C", "C", "C", "C", "C", "C", "C", "C", "C", "C", "C", "C", "C", "C", "C", "H", "H", "H", "H", "H", "H", "H", "H", "H", "H", "H", "H", "H", "H", "H", "H", "H", "H", "H", "H", "H", "H", "H", "H", "H", "H", "H", "H", "H", "H", "H", "H", "H", "H", "H", "H", "H", "H", "H", "H", "H", "H"], "positions_angstrom": [[6.73192, -1.32283, -0.74254], [3.88485, -3.68179, -4.80865], [-2.88918, -0.25301, 0.47803], [1.75653, -4.20001, 4.80526], [-3.00896, 0.84657, 3.81157], [-2.55056, 3.26231, -0.27456], [3.13435, -2.10441, -3.43029], [3.37978, 3.40423, -1.75129], [-2.97385, 0.10111, 5.88273], [2.16849, 3.12822, -4.96045], [6.73009, -3.12846, -2.09360], [4.34264, 1.69371, -2.76655], [0.84083, -3.94987, 6.73254], [-4.73326, -1.17068, 1.18417], [-1.23752, 3.85242, 1.32948], [0.13583, 2.98086, -3.97812], [3.55560, 2.22607, -1.93499], [-4.05226, -0.43532, 0.31490], [3.34024, -2.58868, -4.53801], [6.52797, -2.55904, -1.06462], [0.75918, -3.99825, 5.48331], [-2.42093, 0.47557, 4.85097], [-2.39432, 3.71936, 0.88689], [5.59835, -3.23700, -0.05803], [-4.61938, 1.28154, -3.16148], [1.42967, 1.81664, -0.50738], [-5.03428, 3.47534, 1.13931], [2.69930, 1.29006, -1.27616], [-2.97701, -3.09756, 3.37753], [5.57376, -2.69329, 1.43445], [0.39701, 0.80573, -0.06733], [-6.17806, 3.52023, 2.17211], [3.61723, 0.40329, -7.90225], [3.43898, -1.56616, -5.66077], [-0.90788, 2.04677, -3.34978], [4.96093, -4.53357, -0.35918], [1.39204, 0.80449, 3.50627], [-1.80804, -3.75062, 5.60886], [-2.93860, -3.36033, 4.79317], [1.24826, 2.44134, -4.63046], [3.63432, 0.82491, -6.56251], [4.04498, -5.19342, 0.66623], [-6.32819, 0.30659, -0.86733], [-3.59951, 3.88210, 1.71265], [3.45461, -1.97193, -7.14837], [3.58534, -1.00449, -8.28440], [-3.50746, 4.29849, 3.18095], [-0.99546, 0.41396, 4.79344], [2.16976, -1.20788, -0.46382], [4.83794, -3.50433, 2.48623], [-6.97237, 0.99339, -2.08316], [-5.97753, 1.44049, -3.28568], [0.78433, -0.62006, -0.03481], [-4.74849, 4.36455, 4.07428], [2.07205, 0.34001, 4.54155], [3.54440, -0.10075, -5.31299], [3.11984, -0.23969, -0.98751], [-0.51547, -3.79015, 4.73644], [-1.81680, -3.05670, 2.70660], [-3.90015, 0.71500, -1.92632], [-4.78085, 0.25469, -0.78375], [0.14708, 4.38059, -3.56261], [1.37582, -0.02213, 5.84045], [-0.49720, -3.34992, 3.29082], [-0.22921, 0.80089, 3.48845], [-6.03354, 3.98363, 3.47854], [-0.13429, 0.16216, 6.06354], [4.00968, -4.82422, 2.03039], [4.76893, -3.04215, 3.40740], [-4.75150, 4.72262, 4.94500], [-3.94126, -3.08072, 2.83192], [-6.41334, 1.92187, -4.23065], [-0.47327, 1.23471, -2.85492], [-1.69399, 1.66297, -3.92171], [3.73337, -1.26221, -9.45176], [-6.90402, -0.10650, -0.18426], [-0.59523, 1.10272, 0.32928], [3.80833, 0.30804, -4.29826], [-8.05278, 1.20483, -2.23824], [3.95575, -0.64134, -1.32253], [3.39371, -6.02146, 0.20088], [4.92143, -4.89958, -1.48333], [-0.88238, 1.13991, 2.74020], [-5.09190, 3.19295, 0.19076], [-7.28572, 3.35431, 1.80469], [5.98208, -1.72976, 1.78149], [1.23050, 2.90753, -0.43771], [-6.91384, 4.16113, 4.06246], [3.46270, -3.07857, -7.35854], [-1.64163, -3.80319, 6.67194], [-2.73465, 0.41748, -1.92848], [-0.56177, -0.00809, 7.07218], [2.16978, -2.27162, -0.53975], [0.09210, -1.23164, 0.43810], [-1.35759, 2.80231, -2.56951], [0.80715, 4.80304, -4.31850], [-2.60831, 4.51193, 4.02679], [3.41770, -5.22020, 2.63584], [3.73075, 1.24840, -8.67008], [0.83551, 4.43274, -2.59207], [-1.78498, -3.04133, 1.73904], [1.84805, 1.00428, 2.59117], [1.22631, 1.47758, -4.76925], [-0.62107, 4.90316, -3.32070], [3.23303, 0.15228, 4.42754], [-4.08815, -3.13343, 5.22140], [0.45454, -3.31410, 2.88311], [1.90810, -0.39919, 6.78143], [-3.97937, 1.48046, -3.97079], [3.73360, 1.91703, -6.58393]], "forces_ev_per_angstrom": [[0.3, -3.7, -1.6], [-2.0, 1.4, 1.0], [1.1, 0.3, -0.7], [-0.5, 0.1, -0.2], [0.7, -0.5, 1.8], [-0.6, 1.1, 1.8], [-0.6, -1.4, -0.8], [0.4, 0.2, -0.1], [0.4, 0.5, -0.9], [1.5, 0.8, -0.7], [0.9, 0.4, -0.2], [-0.9, 1.5, 1.6], [-1.3, 0.0, -2.3], [1.6, 2.5, -3.7], [-2.4, 0.4, 0.2], [-1.8, -2.3, -0.1], [0.8, -1.7, -1.7], [-3.6, -2.1, 3.6], [3.6, 1.0, -1.3], [-2.9, 3.0, 2.5], [1.1, 0.0, 1.0], [-1.4, -0.1, -1.1], [1.7, -1.8, -1.5], [-0.3, -2.4, 3.7], [0.9, -1.7, 3.7], [1.1, -3.4, -2.2], [2.2, 2.7, 9.6], [-3.6, -3.6, 5.5], [-0.4, -1.2, 2.1], [-2.6, -4.0, -0.2], [4.0, -1.1, -0.5], [1.0, 0.3, -3.6], [0.3, -1.2, -0.2], [-0.5, 3.5, -3.1], [1.0, 4.8, 1.7], [-0.8, 2.2, 0.4], [-7.0, -0.2, -0.8], [1.9, 1.6, -5.8], [-2.7, 0.4, 2.1], [-2.1, 6.1, 2.2], [-0.2, -2.0, 1.3], [1.4, 0.8, -1.1], [4.3, 4.3, -7.2], [-4.0, -0.1, 2.9], [0.5, 1.2, 0.4], [0.1, -0.2, 1.8], [-1.6, -0.4, 2.3], [6.9, 1.2, -0.7], [-3.3, 6.1, -0.1], [0.1, -1.6, -7.6], [5.2, -0.7, 0.1], [-2.8, -0.6, 2.9], [3.6, 3.0, -1.5], [0.1, -4.0, -12.3], [1.3, -2.1, 4.4], [0.8, -1.2, -4.1], [-7.1, 3.1, 0.8], [-3.2, 1.9, -0.4], [4.1, -1.4, 4.4], [-2.7, -1.3, 0.6], [-0.6, 0.9, -3.9], [8.7, -3.8, 0.3], [-3.1, 1.0, 0.0], [-3.9, -1.3, 5.7], [2.1, -1.5, 6.3], [3.0, 0.8, 0.3], [2.5, -0.6, -4.1], [7.4, 7.3, -6.5], [-0.3, 0.3, 2.0], [0.6, 2.7, 7.0], [0.8, 0.5, 0.6], [0.6, -0.9, 1.6], [1.0, -1.1, 0.9], [-1.0, -0.1, -1.7], [-0.6, 0.1, 3.2], [-2.4, -1.8, 3.4], [0.9, -0.1, -0.4], [-0.8, -0.6, -1.2], [1.0, -0.5, 0.5], [4.1, -1.1, -1.8], [1.1, 1.3, 1.2], [0.3, 0.8, 2.6], [-0.2, 0.3, -1.3], [-0.5, -1.2, -3.9], [2.6, 0.1, 0.6], [0.0, -0.7, -0.8], [0.2, -1.0, -0.3], [-0.4, -0.3, 0.3], [-0.1, 1.4, 0.3], [-0.6, -0.3, 0.1], [-3.1, 1.1, 0.1], [0.2, 0.0, -1.0], [0.9, -0.5, 0.2], [-1.2, -1.4, 0.5], [0.5, -2.0, -1.1], [-0.4, 0.8, 0.1], [-1.7, -0.6, -3.7], [-4.9, -3.5, 5.4], [-0.3, -1.6, 1.0], [-1.2, 0.0, -1.6], [-0.1, 0.8, -5.7], [0.6, 0.5, -1.4], [-0.4, -5.8, -0.8], [-5.7, 2.6, 0.8], [-2.6, 0.5, 0.5], [3.5, -1.0, -0.4], [1.4, 0.1, -1.3], [-0.5, 0.7, -1.8], [0.6, 0.5, -0.9], [-0.1, -0.5, 1.4]]}

***

Record 2
{"formula": "C45H43BF6N2O2S", "method": "the ωB97M-V functional and the def2-TZVPD basis", "largest_force_ev_per_a": 4.42, "orbital_gap_ha": 0.1278, "energy_ha": -3022.4943, "symbols": ["S", "F", "F", "F", "F", "F", "F", "O", "O", "N", "N", "C", "C", "C", "C", "C", "C", "C", "C", "C", "C", "C", "C", "C", "C", "C", "C", "C", "C", "C", "C", "C", "C", "C", "C", "C", "C", "C", "C", "C", "C", "C", "C", "C", "C", "C", "C", "C", "C", "C", "C", "C", "C", "C", "C", "C", "B", "H", "H", "H", "H", "H", "H", "H", "H", "H", "H", "H", "H", "H", "H", "H", "H", "H", "H", "H", "H", "H", "H", "H", "H", "H", "H", "H", "H", "H", "H", "H", "H", "H", "H", "H", "H", "H", "H", "H", "H", "H", "H", "H"], "positions_angstrom": [[-2.28901, 3.84314, -1.80445], [1.86191, 2.65188, -2.25250], [3.33436, 6.12190, 3.52029], [3.10229, 7.27160, 1.66002], [3.06813, 4.44937, -1.97625], [1.44971, 7.17123, 3.10716], [0.89723, 4.60234, -2.30660], [-1.30749, 1.39624, 0.11185], [-1.29055, 2.37937, 2.68772], [-2.26317, -4.47410, 1.44515], [3.81528, -1.73675, -2.86843], [-0.77387, -4.49913, 3.44292], [6.67643, -3.70854, -1.63406], [7.47317, -2.70452, -1.06366], [1.64019, 3.89095, -0.17837], [-1.42632, -0.85548, -0.55452], [-3.22044, -5.34558, 0.78195], [-0.98560, 0.56800, -1.05773], [1.63052, 0.27759, -0.60287], [-1.44834, -5.80701, 5.38959], [-4.53758, 0.83857, 1.79101], [0.57056, -0.44980, -2.60614], [2.00750, 5.10927, 0.45970], [-1.05858, -1.05282, 0.78016], [-2.00919, -3.18499, -0.63160], [-1.84980, -3.32764, 0.78023], [-1.99250, -4.80188, 2.79040], [2.83055, -0.29451, -1.07593], [-2.74220, 1.43946, 0.24410], [-2.22658, 2.48239, -4.12408], [-3.39197, 4.74005, -4.10506], [2.89685, -0.81278, -2.39490], [1.86397, 3.87569, -1.65657], [-1.26028, 1.43567, -2.15862], [-3.31863, 1.74988, 1.65368], [-2.91160, -5.63781, 3.46693], [7.02985, -1.37186, -1.06026], [1.14912, 2.88089, 0.60412], [-1.61326, 1.39360, -3.49974], [4.99925, -2.05203, -2.19763], [-2.64729, -6.12920, 4.74693], [0.47412, 0.18254, -1.36139], [0.86743, 3.03433, 1.93285], [1.33324, 4.18863, 2.58748], [2.44903, 6.43697, 2.52261], [-0.50653, -5.01312, 4.71974], [-2.63018, 3.63130, -3.41497], [-2.36590, 1.48847, 2.81846], [-1.30840, -2.22704, 1.47229], [1.77866, -0.57760, -3.23769], [5.45069, -3.38671, -2.20142], [5.78970, -1.04311, -1.60656], [3.41093, -2.55101, -4.01670], [1.90919, 5.20006, 1.83905], [-3.79142, 3.19645, 1.71081], [-1.87316, -1.95260, -1.27373], [0.02342, 2.14212, 2.84924], [0.49534, 1.37605, 3.61404], [7.00068, -4.74847, -1.64537], [-4.23453, -5.13780, 1.15136], [-2.95354, -6.38093, 1.01376], [-2.02308, 0.44305, 2.85464], [3.69797, -0.36654, -0.41782], [-1.26608, 0.59657, -4.16510], [-0.33538, -0.76335, -3.13391], [-5.04793, 1.01750, 2.74553], [-2.88882, 1.72850, 3.76720], [-4.53059, 3.39379, 0.92142], [-4.41605, 4.69195, -3.69662], [-1.09082, -2.26208, 2.53466], [-5.26026, 1.02245, 0.97957], [-1.26280, -6.18358, 6.39621], [-4.27334, 3.38860, 2.67910], [-0.01547, -3.89028, 2.94459], [0.44430, -4.79884, 5.20637], [4.22610, -3.21789, -4.29036], [-2.94272, 3.87720, 1.60097], [-3.38272, 4.56290, -5.18528], [1.21012, 4.30236, 3.65534], [-3.39142, -6.76366, 5.22452], [3.19340, -1.90936, -4.87909], [-3.83605, -5.94396, 2.98180], [5.42770, -0.01182, -1.59632], [-2.95407, 5.72464, -3.87316], [2.41598, 5.93369, -0.10957], [2.51883, -3.15200, -3.78438], [-2.42067, 2.45357, -5.20130], [-2.08125, -1.83380, -2.33678], [-2.23870, -4.02841, -1.26929], [-3.04538, 2.22335, -0.48407], [-0.63020, 2.32206, -1.92464], [1.60582, 0.83435, 0.33727], [7.64654, -0.58684, -0.62773], [4.81952, -4.16353, -2.64639], [-3.20928, -5.21778, -0.29884], [-4.23265, -0.21525, 1.75583], [8.43416, -2.96269, -0.62300], [-0.55532, -0.23825, 1.28287], [1.83611, -0.69159, -4.31355], [-3.19690, 0.50387, -0.13855]], "forces_ev_per_angstrom": [[-0.2, -0.1, -0.5], [0.0, 0.8, 0.5], [-0.7, 0.3, -0.7], [-0.5, -0.6, 0.8], [-0.8, -0.3, 0.0], [0.8, -0.4, -0.3], [0.6, -0.3, 0.3], [0.3, -0.3, -0.3], [0.3, 0.0, -0.1], [0.0, -0.4, -0.2], [0.0, 0.4, -0.3], [-0.1, -0.2, 0.2], [0.1, 0.4, 0.1], [-0.2, 0.0, -0.1], [0.6, 1.3, 1.1], [-0.2, 0.2, -0.5], [-0.1, -0.1, 0.1], [0.6, -2.4, 3.6], [1.1, 0.2, 0.0], [-0.2, 0.0, -0.2], [-0.2, -0.2, 0.3], [-0.4, 0.9, -1.0], [-0.1, -0.7, -0.2], [-0.1, -0.4, 0.2], [0.0, 0.1, 0.4], [0.1, 0.6, -0.6], [0.2, -0.6, 0.4], [-0.2, -0.1, -0.2], [-0.2, 0.4, -0.7], [0.3, -0.8, 0.0], [0.2, -0.3, 0.0], [-0.5, 0.3, 0.4], [0.3, -0.3, -0.9], [1.1, 1.9, -1.2], [-0.2, -0.4, -0.5], [0.2, 0.1, 0.2], [-0.3, -0.6, 0.0], [-0.7, -0.5, -1.6], [-0.7, 1.0, -1.5], [0.8, -0.1, 0.1], [0.4, 0.5, -0.2], [-0.3, 0.1, 0.5], [1.2, 1.3, 1.2], [-0.1, -0.3, -0.5], [0.0, 0.3, 0.2], [-0.6, 0.0, -0.1], [0.0, 0.7, 0.5], [-0.4, -0.1, 0.6], [-0.1, 0.2, -0.6], [0.0, -1.0, 0.4], [-0.1, 0.3, 0.1], [0.0, -0.4, -0.1], [0.1, 0.1, 0.0], [0.5, 0.9, -0.3], [0.0, 0.3, 0.1], [0.2, 0.3, 0.4], [-0.6, -0.4, -0.5], [-0.1, -0.5, 0.3], [0.0, 0.3, 0.1], [0.1, -0.1, -0.2], [-0.2, 0.1, -0.1], [-0.1, 0.3, 0.0], [-0.5, 0.0, -0.1], [-0.7, -0.1, 0.5], [0.4, 0.5, 0.0], [0.0, 0.0, -0.1], [0.1, -0.3, -0.4], [0.2, 0.0, 0.2], [0.3, 0.2, -0.4], [-0.1, 0.0, -0.3], [0.3, -0.1, 0.2], [0.1, 0.1, -0.3], [0.1, 0.1, -0.2], [-0.3, -0.4, 0.2], [-0.2, 0.0, -0.2], [-0.1, 0.2, 0.0], [-0.2, 0.0, 0.0], [-0.2, 0.2, 0.1], [0.1, 0.1, 0.2], [0.2, 0.1, 0.0], [0.2, -0.3, 0.1], [0.3, 0.2, 0.2], [0.3, -0.4, -0.1], [-0.3, -0.4, -0.1], [0.0, 0.0, 0.0], [0.1, 0.2, -0.1], [0.2, -0.1, 0.4], [0.0, -0.3, 0.2], [-0.2, 0.1, 0.2], [-0.4, -0.6, 0.9], [-0.4, -0.3, -0.2], [0.0, -0.5, -0.2], [-0.1, -0.2, -0.1], [0.4, 0.3, 0.3], [0.0, 0.0, 0.4], [-0.1, 0.1, 0.0], [-0.2, 0.1, -0.1], [-0.1, -0.2, 0.1], [-0.2, -0.5, 0.3], [0.4, 0.3, 0.4]]}